Record 1
Molecular formula: C15H16ClMgO6P
Method: DFT, ωB97M-V with the def2-TZVPD basis set

```
! wB97M-V def2-TZVPD RIJCOSX def2/J DEFGRID3
* xyz 2 1
C 4.4681 -1.0249 0.4391
C 3.7045 -1.1754 -0.9547
O 3.3760 0.1565 -1.3966
C 1.9804 0.3839 -1.4673
C 1.2840 0.4023 -0.0272
C -0.2641 0.5025 -0.1204
C -1.0986 -0.5616 -0.7321
C -0.4874 -1.8790 -1.3142
P -1.0877 -3.3840 -0.3510
O -2.1616 -3.0523 0.6369
O 0.2165 -3.9365 0.5327
O -1.6364 -4.5674 -1.3464
C -2.5592 -0.4637 -0.8370
C -3.2931 0.6961 -0.2927
Cl -5.0562 0.7018 -0.4229
C -2.5113 1.7332 0.3405
C -1.0085 1.6494 0.4219
C -0.3412 2.8371 1.1279
O 0.7463 3.3540 0.7692
C -1.1833 3.4250 2.3584
C -2.5509 3.4983 2.2952
C -3.2394 2.9622 0.9802
O -4.2313 3.4537 0.5055
H 5.3471 -1.7051 0.5218
H 4.8167 0.0456 0.4821
H 3.7538 -1.1268 1.3060
H 4.3888 -1.7230 -1.6527
H 2.7829 -1.8050 -0.8460
H 1.5260 -0.3636 -2.1666
H 1.8552 1.4010 -1.9374
H 1.7509 1.2623 0.5156
H 1.5805 -0.5165 0.5571
H 0.6293 -1.9036 -1.2370
H -0.8148 -1.9895 -2.3851
H 0.0815 -3.4955 1.3983
H -2.4917 -4.8439 -0.9553
H -3.1667 -1.2674 -1.3180
H -0.6989 3.7909 3.2949
H -3.1912 3.8756 3.1258
Mg -1.2151 4.6533 0.1517
*
```

- E_HOMO: -14.7 eV
- Electronic energy: -2033.5542 Ha
- LUMO: -0.41425 hartree

=====

Record 2
Molecular formula: C15H16ClNO2S
Method: DFT, ωB97M-V with the def2-TZVPD basis set

```
! wB97M-V def2-TZVPD RIJCOSX def2/J DEFGRID3
* xyz 0 1
O -0.0669 0.2008 1.2103
C 0.3044 -0.4510 0.2581
N 1.3092 -1.3521 0.3362
H 1.5418 -1.9209 -0.4621
C 1.9548 -1.6825 1.5949
C 1.5974 -3.0602 2.0447
C 0.5108 -3.5391 2.7155
C 0.6924 -4.9402 2.8151
C 1.8718 -5.2080 2.1942
O 2.4260 -4.0794 1.7204
H 2.4063 -6.1225 2.0306
H 0.0361 -5.6435 3.2845
H -0.3083 -2.9620 3.0919
H 3.0399 -1.6047 1.4790
H 1.6008 -0.9452 2.3193
C -0.2907 -0.2854 -1.1324
C -1.8111 -0.2165 -1.0434
H -2.2382 -1.2137 -0.9389
H -2.1105 0.3904 -0.1912
S -2.5632 0.5106 -2.5362
C -2.7684 2.2540 -1.9931
C -1.4713 2.8352 -1.5428
C -0.4619 3.0673 -2.4738
C 0.7771 3.5411 -2.0877
C 1.0328 3.7883 -0.7483
C 0.0437 3.5761 0.1935
C -1.1985 3.1062 -0.2034
Cl -2.4068 2.8811 1.0157
H 0.2301 3.7632 1.2390
H 2.0010 4.1482 -0.4358
H 1.5435 3.7116 -2.8285
H -0.6636 2.8520 -3.5134
H -3.5186 2.2678 -1.2047
H -3.1508 2.7650 -2.8760
H 0.0179 -1.0902 -1.8003
H 0.0914 0.6581 -1.5310
*
```

- E_HOMO: -8.5 eV
- Electronic energy: -1644.8122 Ha
- LUMO: 0.02540 hartree
- Structure (SMILES): O=C(CCSCc1ccccc1Cl)NCc1ccco1
- Energy relative to the best compared isomer or geometry (same formula, charge and spin): 54.5 kJ/mol

=====

Record 3
Molecular formula: C15H16N2O3
Method: DFT, ωB97M-V with the def2-TZVPD basis set

```
! wB97M-V def2-TZVPD RIJCOSX def2/J DEFGRID3
* xyz 0 1
C -1.3269 -2.2044 1.4573
C -0.5377 -1.2658 0.7236
C 0.6550 -0.8113 1.1536
C 1.1331 0.2353 0.0970
C 0.2391 0.2208 -0.9879
N -0.7671 -0.5095 -0.4222
C -1.9899 -0.6645 -1.1024
C -1.8925 -1.5992 -2.3215
C -3.0600 -1.8381 -2.9689
C -4.3803 -1.4436 -2.4783
C -4.4159 -0.8798 -0.9717
C -3.1162 -0.6394 -0.3961
H -3.1676 -0.0962 0.2699
H -5.4116 -0.5878 -0.6533
H -5.2041 -1.7488 -2.9866
H -3.1121 -2.1003 -3.9261
H -1.0304 -1.6654 -2.8939
C -0.0088 1.2087 -2.0206
H -1.1036 1.3582 -2.0583
H 0.1507 0.6058 -2.8210
H 0.7867 1.8707 -1.9766
C 2.3466 1.2159 0.3015
O 2.5924 1.8995 -0.5974
O 3.0896 0.9758 1.3236
C 4.4172 1.3138 1.4265
H 4.3676 2.2018 0.4550
H 5.2221 0.9669 1.1855
C 4.3093 2.3156 2.7297
O 5.3545 3.2035 2.9577
N 3.1695 2.4479 3.2982
H 3.1535 2.8127 4.2681
H 2.5577 1.7204 2.9985
H 1.3334 -0.9658 2.0323
H -0.5782 -2.7319 2.0890
H -1.5665 -2.9299 0.6835
H -2.2086 -1.8916 2.1322
*
```

- E_HOMO: -8.3 eV
- Electronic energy: -916.0713 Ha
- LUMO: -0.00658 hartree
- Structure (SMILES): Cc1cc(C(=O)OCC(N)=O)c(C)n1-c1ccccc1
- Energy relative to the best compared isomer or geometry (same formula, charge and spin): 1079.5 kJ/mol

=====

Record 4
Molecular formula: C15H16N4O2
Method: DFT, ωB97M-V with the def2-TZVPD basis set

```
! wB97M-V def2-TZVPD RIJCOSX def2/J DEFGRID3
* xyz 0 1
C -3.6480 -4.2322 -1.2026
H -3.2046 -4.8585 -1.9838
O -2.6660 -3.5333 -0.4824
C -1.8873 -2.6219 -1.1578
C -1.9697 -2.3635 -2.5121
C -1.1409 -1.4137 -3.0966
C -0.2320 -0.7245 -2.3222
C -0.1411 -0.9757 -0.9621
C -0.9592 -1.9203 -0.3558
N -0.8705 -2.2718 0.9828
H -1.6817 -2.7994 1.2798
C -0.3923 -1.3429 1.9807
H -0.3264 -1.8790 2.9309
C -1.3714 -0.1862 2.1493
O -2.5095 -0.3185 2.5390
N -0.9174 1.0493 1.7710
N 0.3175 1.2811 1.3193
C 0.6501 2.4535 0.9501
C 1.9749 2.7300 0.4426
C 2.9572 1.7405 0.3354
C 4.1975 2.0802 -0.1679
C 4.4210 3.3983 -0.5467
N 3.5027 4.3451 -0.4500
C 2.3186 4.0207 0.0279
H 1.5996 4.8288 0.0857
H 5.3761 3.7142 -0.9447
H 4.9780 1.3418 -0.2663
H 2.7322 0.7324 0.6471
H -0.0509 3.2949 0.9951
H -1.5916 1.8194 1.8275
H 0.5933 -0.9685 1.7076
H 0.5700 -0.4198 -0.3732
H 0.4135 0.0174 -2.7686
H -1.2185 -1.2216 -4.1558
H -2.6792 -2.8908 -3.1302
H -4.1502 -4.8681 -0.4747
H -4.3787 -3.5520 -1.6529
*
```

- E_HOMO: -7.6 eV
- Electronic energy: -950.6687 Ha
- LUMO: -0.00207 hartree
- Structure (SMILES): COc1ccccc1NCC(=O)N/N=C/c1cccnc1
- Energy relative to the best compared isomer or geometry (same formula, charge and spin): 211.8 kJ/mol

=====

Record 5
Molecular formula: C15H16N6O4
Method: DFT, ωB97M-V with the def2-TZVPD basis set

```
! wB97M-V def2-TZVPD RIJCOSX def2/J DEFGRID3
* xyz 0 1
N -5.5846 2.9595 4.1039
C -4.8479 2.2876 3.4909
C -3.9536 1.4754 2.7153
C -4.2506 0.9040 1.4734
C -3.2690 0.1410 0.7505
N -3.6785 -0.5448 -0.4341
O -4.8639 -0.4459 -0.8029
O -2.8419 -1.2623 -1.0488
C -1.9622 -0.0578 1.2584
C -1.6938 0.4930 2.4989
N -0.5896 0.3340 3.3490
O 0.4715 -0.2556 3.2517
O -0.9252 1.0055 4.5679
N -2.2079 1.5909 4.4926
C -2.6295 1.2578 3.2455
H -5.2604 0.9877 1.0615
H -1.2080 -0.6216 0.7215
C 1.5831 -1.9722 0.0516
C 2.1338 -1.7581 -1.3407
C 3.5847 -2.2108 -1.3935
C 1.2988 -2.5268 -2.3511
N 2.0346 -0.3221 -1.6300
C 1.4173 0.5624 -0.8320
N 1.6812 1.7753 -1.3864
C 1.3932 3.0854 -0.8498
C 2.3668 1.6176 -2.5901
C 2.5797 0.2948 -2.7513
H 0.5535 -1.6092 0.1259
H 1.6044 -3.0461 0.2689
H 2.1913 -1.4574 0.8024
H 4.0320 -2.0917 -2.3866
H 4.1906 -1.6743 -0.6526
H 3.6088 -3.2773 -1.1350
H 1.6775 -2.3934 -3.3709
H 1.3473 -3.5931 -2.0960
H 0.2520 -2.2007 -2.2970
H 0.9935 3.0285 0.1685
H 2.3238 3.6682 -0.8374
H 0.6872 3.6222 -1.4961
H 2.6596 2.4613 -3.1871
H 3.1005 -0.2309 -3.5288
*
```

- E_HOMO: -8.5 eV
- Electronic energy: -1210.3679 Ha
- LUMO: -0.08647 hartree
- Energy relative to the best compared isomer or geometry (same formula, charge and spin): 79.3 kJ/mol

=====

Record 6
Molecular formula: C15H16O11Si2
Method: DFT, ωB97M-V with the def2-TZVPD basis set

```
! wB97M-V def2-TZVPD RIJCOSX def2/J DEFGRID3
* xyz 0 1
C -3.9141 -1.4733 1.2299
C -3.3487 -0.4623 0.9511
Si -2.5616 1.1201 0.4147
O -3.6735 2.3446 0.2457
Si -4.8241 2.5438 1.4493
C -6.3249 1.3972 1.2533
O -7.3064 2.0668 0.4654
O -7.9092 1.0815 -0.3852
H -4.6012 -2.2444 1.3359
H -1.9854 0.8715 -0.9187
H -1.4955 1.4728 1.3550
H -5.3472 3.9182 1.3175
H -4.2578 2.3989 2.8040
H -6.0756 0.4839 0.7478
H -6.7041 1.1805 2.2472
H -7.9627 1.5402 -1.2269
C 3.0731 -0.8698 3.3189
C 1.7995 -1.1633 3.0303
C 1.0180 -0.3821 2.0166
O -0.1286 -0.7224 1.7944
C 1.6706 0.7375 1.3573
C 2.9430 1.0298 1.6437
C 3.7331 0.2353 2.6401
O 4.8914 0.5512 2.8341
O 3.6017 2.0306 1.0651
O 1.1392 -2.1588 3.6097
H 3.6468 -1.4283 4.0446
H 1.0961 1.2989 0.6344
H 4.4982 2.0187 1.4494
H 0.2460 -2.1535 3.2178
C 2.8220 -2.2311 -4.2567
C 2.4061 -2.3594 -2.9908
C 2.7724 -1.3601 -1.9330
O 2.3449 -1.5337 -0.8074
C 3.6191 -0.2378 -2.3055
C 4.0372 -0.1105 -3.5712
C 3.6545 -1.0986 -4.6350
O 4.0596 -0.9073 -5.7648
O 4.8106 0.8874 -3.9766
O 1.6454 -3.3670 -2.5812
H 2.5628 -2.9433 -5.0269
H 3.8856 0.4701 -1.5323
H 4.9597 0.7433 -4.9298
H 1.4842 -3.2159 -1.6313
*
```

- E_HOMO: -9.6 eV
- Electronic energy: -1987.7067 Ha
- LUMO: -0.05914 hartree